(1)
Formula: C52H46BBrCdF4IN7O2S4
Source: the Open Molecules 2025 dataset
Level of theory: ωB97M-V/def2-TZVPD

XYZ file:
```
119
Properties=species:S:1:pos:R:3:forces:R:3:mulliken_charge:R:1
Cd 16.79507 12.79050 11.95921 0.6 0.6 0.8 3.022
C 19.67839 15.38305 14.67370 -0.2 -0.4 0.3 -1.502
C 18.64936 14.92771 13.69290 -0.4 -4.6 2.5 0.218
N 17.96142 13.76730 13.91813 1.3 3.4 -0.7 0.702
N 18.10839 13.14350 15.09987 -1.2 -1.3 -0.6 -1.019
C 17.26951 12.05374 15.17236 1.0 1.7 -0.5 0.263
N 17.36889 11.34560 16.30288 0.4 -0.8 1.0 -0.346
S 16.07098 11.57462 14.02740 -0.3 -0.6 0.3 -0.553
C 18.62358 15.52900 12.41212 0.2 0.6 -1.2 0.458
C 19.34802 16.73317 12.17753 -0.2 -0.5 1.6 -0.736
C 19.40130 17.25638 10.93411 -1.5 0.1 -1.6 -0.644
C 18.63546 16.66156 9.91379 0.0 -1.3 -0.1 -0.738
C 17.88780 15.51694 10.24390 0.0 0.2 0.1 -0.402
N 17.92772 14.91598 11.44581 -0.3 1.0 -0.6 0.393
H 19.53788 14.80626 15.59414 -0.1 0.7 0.0 0.351
H 19.55615 16.45238 14.74176 0.2 0.4 0.9 0.419
H 20.71860 15.19793 14.37552 -0.3 0.0 -0.4 0.286
H 18.10206 11.59978 16.97052 -0.4 -0.1 -0.6 0.244
H 16.98716 10.39897 16.37885 0.1 0.9 -0.3 0.224
H 19.81364 17.29119 13.00844 -0.3 -0.6 -0.6 0.180
H 19.80308 18.23101 10.77444 0.8 0.3 -0.2 0.417
H 18.67865 16.94256 8.85217 -0.2 0.3 0.7 0.501
H 17.14626 15.06361 9.58166 0.6 0.2 -0.3 0.424
C 9.43206 19.10757 17.02087 -0.6 1.9 -1.3 -1.293
C 9.56373 18.24904 15.80589 0.5 -1.2 0.3 1.263
C 8.92020 18.52343 14.59125 -0.9 0.0 -0.2 -0.711
C 8.95752 17.62076 13.51749 2.3 0.0 2.1 -0.577
C 9.86504 16.54770 13.64292 0.0 0.3 0.6 -0.297
C 10.54237 16.24861 14.82704 -1.0 1.9 0.5 -0.527
C 10.39602 17.10918 15.95888 0.0 -0.1 -1.8 -0.524
S 10.36734 15.56103 12.24335 -1.8 0.1 -0.9 0.903
O 9.27639 15.80670 11.22149 0.8 -0.4 0.4 -0.733
C 11.76502 16.48412 11.63814 1.6 1.2 -1.2 0.898
C 12.23204 17.71464 12.24947 -1.1 -1.7 0.7 -0.255
C 13.25011 18.42087 11.74461 2.0 0.3 -1.2 -1.519
C 13.93896 18.03584 10.52511 -1.9 -2.4 0.2 0.611
C 15.09058 18.65624 10.04593 0.4 1.2 -1.1 -0.649
C 15.75294 18.25767 8.87293 -0.4 0.3 1.7 -0.696
C 15.30864 17.04648 8.27300 0.9 -0.2 -0.6 -0.707
C 14.19036 16.37215 8.70566 -0.8 0.9 1.2 -1.033
C 13.42775 16.83580 9.83942 1.6 0.9 0.8 1.051
C 12.37956 16.04328 10.44984 -0.5 1.5 1.0 -0.307
C 11.89601 14.89931 9.66994 -0.8 -1.4 -1.0 -1.127
C 10.99683 15.13992 8.53630 1.1 0.2 -0.3 0.752
C 10.48941 16.46990 8.24576 0.7 -0.5 1.8 -0.330
C 9.74865 16.67929 7.12166 -0.6 0.6 0.4 -0.823
C 9.40780 15.58986 6.29836 0.5 -0.7 -1.2 -0.452
C 9.97741 14.35054 6.45782 -1.6 -0.6 -1.4 -0.786
C 10.78513 14.08644 7.55565 1.0 1.0 2.2 0.994
C 11.39825 12.85406 7.79553 0.1 -1.1 1.5 -1.497
C 12.06644 12.57308 9.00971 -1.0 0.1 -3.3 -0.761
C 12.36327 13.58852 9.87315 0.3 1.1 1.4 1.822
S 13.42075 13.10663 11.34300 2.5 -0.2 -1.6 0.345
O 14.93996 13.20636 10.84239 -2.5 0.4 0.4 -1.193
C 13.21239 11.30568 11.40324 -1.4 -0.8 0.3 0.028
C 11.91598 10.83682 11.72503 0.4 0.7 0.6 0.094
C 11.78314 9.55112 12.23512 0.3 -0.2 -0.3 -0.915
C 12.81615 8.64262 12.10729 1.7 -1.5 -1.2 1.134
C 12.67565 7.15145 12.38096 0.7 -1.0 1.2 -1.466
C 14.07000 9.04100 11.55309 -1.1 -0.4 1.1 -1.159
C 14.27360 10.37300 11.35608 0.3 2.1 -0.5 -0.679
H 9.58174 20.17847 16.68967 0.2 -0.9 0.7 0.319
H 10.18375 18.76982 17.69138 0.5 0.3 1.0 0.329
H 8.44056 19.12826 17.49616 0.2 -0.5 -0.2 0.284
H 8.34163 19.47843 14.50580 0.4 -1.1 0.1 0.310
H 8.49336 17.80713 12.60810 -0.8 0.3 -1.5 0.635
H 11.15646 15.38959 14.75766 0.8 -0.7 0.6 0.592
H 11.02875 17.01453 16.86126 -0.7 -0.2 -0.5 0.173
H 11.80780 17.96229 13.22501 0.1 0.2 -0.4 0.155
H 13.71228 19.22935 12.30666 -0.4 0.1 0.0 0.369
H 15.36827 19.57836 10.57984 0.2 -0.5 -0.4 0.381
H 16.63163 18.88677 8.56892 -0.9 -1.1 0.0 0.361
H 15.93634 16.55495 7.50072 -0.6 0.6 0.3 0.374
H 13.81014 15.48609 8.23292 0.4 -0.3 -0.3 0.450
H 10.67440 17.23434 9.06243 -0.3 -0.7 -1.5 0.380
H 9.32222 17.67062 6.91278 0.3 -0.5 0.1 0.352
H 8.78191 15.69917 5.40993 0.0 0.3 0.4 0.369
H 9.67548 13.50635 5.75436 0.6 1.2 1.0 0.269
H 11.21047 12.07653 7.05934 0.2 -0.1 0.2 0.383
H 12.43064 11.59245 9.18851 0.2 -0.7 0.0 0.725
H 11.01969 11.47881 11.67284 0.7 -0.1 0.2 0.443
H 10.91437 9.21827 12.77532 -0.6 0.1 -0.3 0.374
H 12.43578 6.51541 11.50036 0.2 0.8 0.2 0.277
H 11.88719 6.91115 13.11590 0.2 0.3 -0.2 0.356
H 13.64079 6.71679 12.83478 -1.3 0.8 -0.8 0.323
H 14.92401 8.35976 11.42230 -0.7 0.2 0.2 0.418
H 15.28360 10.70240 11.14609 -0.1 0.1 -0.2 0.929
F 19.07916 12.24273 11.61666 -0.2 0.0 -0.6 -0.280
B 18.82668 11.34411 10.52832 -0.1 -0.8 -0.2 -0.361
F 19.79441 10.37534 10.50210 0.0 -0.1 0.1 -0.112
F 17.50434 10.73915 10.86500 0.6 0.8 -0.2 -0.214
F 18.70964 11.97702 9.29117 -0.1 0.2 0.8 -0.370
C 15.62415 16.31770 17.60008 0.5 -1.3 -0.9 -1.489
C 14.21531 16.80096 17.86113 -0.3 -0.7 -0.1 0.650
C 14.20642 18.03914 18.65314 -2.3 1.7 1.7 0.094
N 13.10690 18.59821 19.20048 2.5 -0.9 -1.9 -0.227
N 13.32802 19.83704 19.69244 2.8 0.9 0.7 -0.657
C 14.65020 20.17432 19.66263 -2.2 -0.2 0.2 0.560
N 15.17834 21.32568 20.21031 -3.0 -0.5 -0.2 -0.400
S 15.64372 19.00446 18.85768 -0.7 0.3 0.3 -0.244
H 15.65811 15.64331 16.70815 -0.2 -0.1 1.0 0.287
H 16.14914 15.87281 18.47549 -0.6 0.2 -0.6 0.343
H 16.24584 17.11165 17.23089 0.3 0.7 0.0 0.449
H 13.59760 16.03103 18.35340 0.2 0.3 -0.1 0.258
H 13.71540 17.02725 16.91248 0.1 -0.1 0.0 -0.013
H 14.57848 22.04313 20.62222 0.3 -0.8 -0.3 0.234
H 16.12939 21.44429 20.23596 2.3 0.4 0.1 0.167
Br 20.96938 4.58695 13.64837 -0.7 -0.2 0.7 -0.156
C 21.82329 6.01465 12.82668 2.3 -1.0 -0.7 -0.105
C 23.10491 5.67436 12.33672 -0.9 1.9 -1.2 -0.482
C 23.73979 6.49875 11.40000 0.7 -1.0 1.5 -0.576
C 23.25119 7.79924 11.18602 0.5 -1.3 -0.1 -0.525
C 22.05838 8.17795 11.68274 -2.1 -1.1 1.6 -0.492
C 21.35916 7.22687 12.53077 -1.2 2.8 -1.0 0.415
I 19.53033 7.81299 13.33074 -0.3 0.3 -0.1 0.225
H 23.44473 4.80702 12.79834 1.3 -1.6 -0.2 0.446
H 24.68834 6.13371 10.95481 -0.6 0.6 0.4 0.310
H 23.86149 8.48365 10.68381 0.6 0.9 -1.2 0.433
H 21.52306 9.09234 11.42385 0.5 0.0 0.3 0.462
```
Forces are in eV/Å.

The value obtained for the LUMO energy is -0.52 eV. The value obtained for the energy above the lowest of the compared OMol25 structures with the same formula, charge and spin is 117.4 kcal per mole. The calculation puts the molecular weight at 1335.279 g/mol. The calculation puts the electronic energy at -206793.8560 eV. The HOMO energy is -0.274 Ha.

(2)
Formula: C48H108FP3
Source: the Open Molecules 2025 dataset
Level of theory: ωB97M-V/def2-TZVPD

XYZ file:
```
160
Properties=species:S:1:pos:R:3:forces:R:3:mulliken_charge:R:1
F 0.56047 0.88603 -1.69325 0.3 -0.3 -0.1 -0.480
C -3.33988 0.60511 -2.00090 0.6 -0.2 0.3 -0.898
C -3.53429 -0.68166 -2.73727 -0.4 -1.2 0.1 -0.923
C -2.72125 -0.89226 -4.00798 0.7 -1.4 -0.7 -0.812
C -1.18575 -1.33903 -3.80985 0.2 2.7 0.5 -0.524
P 0.09067 -0.29353 -4.69664 -1.1 0.6 -2.2 0.309
C 1.86764 -0.54001 -4.15014 -0.9 -0.5 0.3 1.049
C 2.95560 -0.73204 -5.20285 -1.3 0.0 -0.3 -1.491
C 3.30168 0.55454 -5.98413 1.2 -2.1 -0.4 1.016
C 4.27822 0.14623 -7.09074 1.5 1.0 0.3 -1.719
C -0.26622 -0.90964 -6.47879 0.7 1.5 -0.3 -0.745
C -1.65622 -0.79295 -7.24154 -0.3 0.3 1.3 -0.446
C -1.66741 -0.83905 -8.76761 0.5 -1.5 -1.4 -0.688
C -3.05800 -0.66487 -9.47720 1.0 1.2 0.9 -1.277
C -0.32623 1.51019 -4.74964 -0.2 0.2 0.9 -0.284
C 0.74893 2.68255 -4.61950 -0.7 0.1 -0.2 1.091
C 0.15797 4.10941 -4.37730 -1.0 0.6 0.2 -0.903
C -0.42340 4.20437 -2.98271 0.0 -0.8 1.8 -0.702
H -4.01927 0.56306 -1.14956 -0.3 0.8 -0.2 0.405
H -3.41780 1.45469 -2.67931 -0.6 0.2 0.3 0.393
H -2.34086 0.67671 -1.57086 0.3 -0.1 0.0 -0.068
H -4.58519 -0.93049 -2.88483 -0.5 1.1 -1.1 0.541
H -3.50941 -1.52917 -2.05229 1.5 -0.3 0.4 0.395
H -2.85338 -0.08612 -4.72965 0.3 0.5 0.4 0.475
H -3.20042 -1.68873 -4.57730 0.1 -0.4 0.1 0.456
H -0.89737 -2.35444 -4.08166 -0.4 -0.1 0.3 0.633
H -0.89137 -1.01288 -2.81233 -0.1 -0.8 0.7 -0.130
H 1.73041 -1.40205 -3.49734 0.3 -0.4 0.0 0.287
H 2.16635 0.23844 -3.44806 -0.7 0.4 0.0 -0.870
H 2.65783 -1.53662 -5.87521 -0.1 0.1 -0.4 0.675
H 3.80890 -1.18853 -4.70123 0.4 0.5 0.1 0.582
H 3.92356 1.17367 -5.33757 -0.6 0.6 0.1 -0.458
H 2.46014 1.06728 -6.44997 -0.1 0.0 0.5 0.094
H 4.77047 1.06178 -7.41872 -0.6 0.2 -1.0 0.420
H 3.98499 -0.51587 -7.90545 -0.4 0.3 0.1 0.355
H 5.19427 -0.25981 -6.66169 -0.2 -0.8 0.4 0.388
H 0.22432 -1.88208 -6.52180 -0.2 -0.2 -0.4 0.565
H 0.32710 -0.18566 -7.03728 0.7 -0.3 -0.3 0.207
H -2.10418 0.19263 -7.11478 0.3 0.4 0.8 0.147
H -2.36737 -1.44538 -6.73491 -0.1 -0.4 -0.5 0.325
H -1.25374 -1.74698 -9.20650 -0.2 -0.8 0.5 0.441
H -0.87560 -0.21623 -9.18381 -0.4 1.1 0.3 0.483
H -3.60066 0.18640 -9.06616 -0.2 -0.2 0.6 0.356
H -3.66725 -1.56628 -9.41104 0.1 0.2 -0.2 0.305
H -2.92446 -0.27292 -10.48548 0.2 -0.8 -0.3 0.383
H -1.06385 1.47786 -3.94779 0.2 0.7 0.7 -0.277
H -0.99243 1.67606 -5.59625 0.4 -0.1 -0.5 0.661
H 1.37076 2.67284 -5.51467 -0.1 0.1 -0.1 0.264
H 1.41704 2.56567 -3.76622 -0.1 -0.7 0.0 -1.061
H -0.64010 4.47918 -5.02108 -0.2 -0.8 -0.7 0.403
H 0.85546 4.93551 -4.51579 0.8 -0.5 0.0 0.385
H -0.84774 5.10133 -2.53158 -0.1 0.6 -1.1 0.458
H 0.30512 3.97075 -2.20633 0.5 -0.4 -0.1 0.054
H -1.18685 3.44534 -2.81208 -0.1 -0.1 -0.2 -0.002
C -1.23631 -1.27234 0.77483 0.2 -0.2 -1.4 -0.931
C -2.64499 -1.29545 1.27534 -0.2 0.6 1.5 -0.246
C -2.65640 -1.14292 2.81908 0.3 0.0 -0.4 -0.485
C -4.02900 -0.89063 3.53018 0.7 -0.2 -0.8 -0.998
P -3.68099 -0.82490 5.30331 1.0 -0.9 1.0 0.368
C -5.06195 -0.46366 6.40700 -1.5 0.0 0.2 -0.710
C -6.46830 -0.82750 5.85903 -0.2 0.3 -0.6 -0.646
C -7.15875 0.29557 5.06556 -0.4 -1.7 0.1 -0.411
C -8.70229 0.03830 4.87529 1.9 1.4 0.0 -1.251
C -2.25426 0.27373 5.71315 0.1 0.5 0.6 -1.057
C -1.98726 0.32801 7.25508 0.3 -0.8 -0.5 -0.909
C -0.46350 0.44502 7.55744 0.1 0.9 1.3 -0.632
C -0.22342 0.70828 9.11649 -0.3 -0.9 -1.8 -1.259
C -3.12162 -2.49960 5.91501 -0.3 0.2 -0.3 -1.185
C -3.98806 -3.69471 5.47528 -0.2 -0.8 -1.8 -0.600
C -3.63620 -4.41469 4.14558 0.3 -1.9 -0.3 -0.115
C -4.58577 -5.66240 3.92121 -0.4 1.0 0.1 -1.393
H -0.83502 -0.26221 0.69302 0.4 -0.1 0.2 -0.010
H -1.34434 -1.63271 -0.24818 0.4 0.2 -0.4 0.030
H -0.56467 -2.00859 1.21634 0.1 0.2 0.5 0.675
H -3.06796 -2.21529 0.87151 -0.7 0.1 0.5 0.405
H -3.12679 -0.38956 0.90745 -0.4 -0.3 -0.5 0.034
H -1.97714 -0.32163 3.04753 -0.3 0.6 -0.2 -0.333
H -2.01998 -1.93358 3.21647 -0.7 -0.7 0.4 0.472
H -4.80481 -1.58900 3.21638 0.2 -0.8 0.6 0.684
H -4.51770 0.00734 3.15212 0.5 0.6 0.3 0.888
H -5.10775 0.56827 6.75505 0.4 0.1 0.0 0.621
H -4.97218 -1.12047 7.27223 0.6 0.2 0.1 0.445
H -7.15867 -1.09195 6.66001 0.4 0.0 0.4 0.626
H -6.36919 -1.73115 5.25762 -0.3 -0.1 -0.2 0.052
H -6.68519 0.33387 4.08454 0.0 0.5 -0.1 0.149
H -7.01587 1.22501 5.61677 -0.1 0.2 -0.2 0.363
H -8.90740 0.89774 4.23701 -1.0 -0.2 0.0 0.373
H -9.17938 0.17050 5.84637 -0.3 -0.2 -0.2 0.336
H -8.96750 -0.88991 4.36914 0.1 0.1 0.2 0.346
H -2.38797 1.30750 5.39450 -0.7 0.1 -0.2 0.630
H -1.30240 0.07627 5.22013 -0.3 -1.0 -0.3 0.541
H -2.27535 -0.59463 7.75890 -0.1 -0.3 -0.2 0.299
H -2.71400 1.02245 7.67662 0.7 0.7 0.2 0.520
H 0.10802 1.12380 6.92442 -0.6 0.8 0.0 0.339
H 0.03794 -0.47382 7.25348 -0.4 -0.6 0.3 0.455
H -0.61930 -0.20597 9.55866 -0.1 0.3 0.6 0.311
H -0.75592 1.59070 9.47129 0.0 -0.1 -0.1 0.321
H 0.83156 0.77686 9.38179 -0.1 0.1 -0.2 0.390
H -3.12450 -2.44537 7.00366 -0.3 0.3 0.0 0.706
H -2.05617 -2.59286 5.70471 0.0 -0.3 -0.5 0.772
H -5.02634 -3.45243 5.24867 -0.2 0.5 0.8 -0.109
H -3.99372 -4.51277 6.19559 0.0 0.4 0.4 0.578
H -2.65470 -4.88009 4.23599 0.4 0.5 -0.2 0.382
H -3.68732 -3.80317 3.24473 0.2 0.3 0.2 0.048
H -5.59964 -5.26492 3.96769 -0.3 -0.3 0.7 0.341
H -4.39468 -6.47551 4.62153 -0.2 0.4 0.4 0.345
H -4.65535 -6.18992 2.96990 1.0 0.5 -0.5 0.383
C -0.44600 2.41290 2.67099 -0.6 0.1 1.3 -0.557
C 0.95557 2.62850 3.18468 1.7 -0.5 -2.4 -0.870
C 1.90354 1.63057 2.44587 0.2 -1.2 0.2 -0.425
C 2.14080 1.87976 0.95663 -1.0 0.9 -0.9 -0.869
P 3.46408 1.12837 0.02145 1.9 1.6 0.6 0.791
C 3.30668 -0.62091 -0.22386 -0.2 -1.5 0.0 -0.666
C 2.94636 -1.58942 1.00943 0.6 1.3 0.1 -0.217
C 2.99640 -3.11263 0.70494 -1.6 2.8 -1.0 -0.738
C 2.16633 -3.29194 -0.59637 1.1 -2.5 1.1 -0.945
C 3.85979 2.12884 -1.55245 -0.3 -1.1 -0.1 -0.538
C 4.93517 1.52053 -2.55633 -0.2 1.0 -0.2 0.335
C 5.58093 2.65147 -3.49725 -0.5 -1.0 1.4 -0.872
C 6.80683 2.09213 -4.22262 0.6 0.4 0.2 -1.455
C 4.88126 1.32706 1.18342 0.3 -0.6 -0.7 -1.024
C 6.26725 0.89801 0.68394 -0.3 -0.1 0.5 -0.686
C 7.25872 0.71164 1.86224 1.5 1.2 0.3 -0.751
C 7.56161 1.91370 2.87480 -1.3 -0.2 -1.4 -1.181
H -1.05478 2.83573 3.47018 -0.8 -0.3 -0.2 0.389
H -0.61016 1.34358 2.53796 -0.5 0.1 0.0 -0.339
H -0.70994 2.96216 1.76725 0.4 -0.2 -0.1 0.431
H 1.17101 2.53044 4.24866 -0.6 0.1 0.0 0.324
H 1.20071 3.62156 2.80805 0.5 0.3 0.7 0.349
H 1.45318 0.63838 2.41684 -0.6 -0.1 0.4 0.022
H 2.79276 1.36744 3.01871 0.4 0.8 -0.1 0.559
H 2.16470 2.94147 0.71105 0.5 0.3 0.1 0.745
H 1.28937 1.58827 0.34164 -0.6 -0.3 0.0 0.020
H 4.19519 -0.93127 -0.77372 0.5 -0.1 0.3 0.899
H 2.56355 -0.71619 -1.01555 -0.6 0.0 0.2 0.190
H 2.01002 -1.17739 1.38574 -0.7 -0.7 -0.4 -0.229
H 3.52679 -1.46475 1.92357 0.9 0.6 -0.3 0.342
H 2.48512 -3.58357 1.54453 0.4 -0.4 0.0 0.387
H 4.05093 -3.36801 0.60079 -0.2 -0.5 0.0 0.366
H 2.79425 -3.10737 -1.46801 -0.6 0.6 -0.2 0.263
H 1.15159 -2.90013 -0.52637 0.4 0.6 -0.3 0.118
H 2.03753 -4.37415 -0.61439 -0.3 -0.3 -0.5 0.518
H 4.04277 3.15191 -1.22391 0.9 -0.1 0.4 0.938
H 2.92202 2.32256 -2.07316 -0.4 -0.7 -0.1 -0.760
H 4.49861 0.75236 -3.19464 -0.7 0.3 -0.2 -0.306
H 5.67973 0.87695 -2.08777 0.5 0.7 0.5 0.530
H 5.93256 3.45462 -2.84963 0.1 0.0 0.2 0.610
H 4.77085 3.13910 -4.03955 0.1 -0.4 -0.6 0.414
H 6.73999 1.11392 -4.69877 -0.4 -0.1 0.3 0.258
H 7.55952 2.07553 -3.43440 0.2 -0.7 0.0 0.392
H 7.31833 2.71916 -4.95289 -0.7 0.4 -0.2 0.389
H 4.62147 0.63941 1.98825 -0.1 0.2 0.3 0.591
H 4.96580 2.34458 1.56500 -0.4 0.0 0.1 0.592
H 6.57956 1.59657 -0.09231 0.5 0.3 0.3 0.452
H 6.18353 -0.04146 0.13760 0.1 -0.3 0.2 0.253
H 8.23941 0.50629 1.43304 0.0 -0.1 -0.3 0.449
H 7.07114 -0.17420 2.46904 -0.6 -0.1 -0.1 0.351
H 8.54924 1.83153 3.32863 -0.4 -0.3 0.2 0.361
H 6.73378 2.03265 3.57383 0.3 -0.4 0.5 0.285
H 7.54504 2.88849 2.38736 0.2 0.0 -0.5 0.324
```
Forces are in eV/Å.

The value obtained for the LUMO energy is -3.42 eV. The value obtained for the energy above the lowest of the compared OMol25 structures with the same formula, charge and spin is 171.4 kcal per mole. The calculation puts the molecular weight at 797.312 g/mol. Its total charge is +2. The calculation puts the electronic energy at -82095.9013 eV. The HOMO energy is -0.475 Ha.

> energy above the lowest of the compared OMol25 structures with the same formula, charge and spin of number 2 (C48H108FP3)?

171.4 kcal per mole